DFT (ωB97M-V/def2-TZVPD) results for a 9-piece molecular cluster, C32H68N4O9 overall at a distorted geometry.

Summary:
energy relative to the best compared isomer or geometry (same formula, charge and spin) = 61.66 kcal per mole
charge = 0
LUMO = 0.0217 Eh
SMILES = CN(C)C=O.CN(C)C=O.CN(C)C=O.CN(C)C=O.C1CCOC1.C1CCOC1.C1CCOC1.C1CCOC1.C1CCOC1
max |F| = 3.19 eV/Å

Bonds (Å) are listed after each position.
CARTESIAN COORDINATES (ANGSTROEM)
1 C 1.45 -4.05 -5.71  C2 1.486, C5 1.581, H6 1.100, H7 1.138
2 C 2.01 -2.70 -5.44  C1 1.486, C3 1.530, H8 1.125, H9 1.087
3 C 2.10 -2.72 -3.91  C2 1.530, O4 1.358, H10 1.108, H11 1.084
4 O 1.00 -3.39 -3.49  C3 1.358, C5 1.426
5 C 0.45 -4.23 -4.50  C1 1.581, O4 1.426, H12 1.065, H13 1.096
6 H 2.17 -4.88 -5.67  C1 1.100
7 H 0.75 -4.07 -6.62  C1 1.138
8 H 1.15 -2.04 -5.72  C2 1.125
9 H 2.98 -2.56 -5.91  C2 1.087
10 H 2.18 -1.72 -3.43  C3 1.108
11 H 3.05 -3.17 -3.63  C3 1.084
12 H -0.52 -3.87 -4.76  C5 1.065
13 H 0.36 -5.24 -4.08  C5 1.096
14 C 5.79 1.02 1.20  C15 1.507, C18 1.508, H19 1.092, H20 1.118
15 C 4.88 0.47 2.26  C14 1.507, C16 1.560, H21 1.094, H22 1.140
16 C 4.49 1.76 3.04  C15 1.560, O17 1.397, H23 1.060, H24 1.137
17 O 5.10 2.82 2.37  C16 1.397, C18 1.413
18 C 5.46 2.48 1.04  C14 1.508, O17 1.413, H25 1.078, H26 1.157
19 H 5.71 0.35 0.33  C14 1.092
20 H 6.81 0.95 1.64  C14 1.118
21 H 5.32 -0.33 2.87  C15 1.094
22 H 3.95 0.02 1.78  C15 1.140
23 H 4.93 1.77 4.01  C16 1.060
24 H 3.36 1.91 3.01  C16 1.137
25 H 6.26 3.05 0.61  C18 1.078
26 H 4.53 2.52 0.36  C18 1.157
27 C 0.67 -2.71 4.39  C28 1.476, C31 1.571, H32 1.062, H33 1.073
28 C 1.58 -3.57 3.61  C27 1.476, C29 1.561, H34 1.066, H35 1.069
29 C 2.42 -2.67 2.66  C28 1.561, O30 1.442, H36 1.062, H37 1.104
30 O 1.91 -1.32 2.78  C29 1.442, C31 1.473
31 C 1.14 -1.26 4.03  C27 1.571, O30 1.473, H38 1.125, H39 1.068
32 H 0.69 -3.06 5.39  C27 1.062
33 H -0.33 -2.78 4.01  C27 1.073
34 H 1.11 -4.33 3.02  C28 1.066
35 H 2.34 -3.95 4.26  C28 1.069
36 H 2.30 -2.95 1.64  C29 1.062
37 H 3.51 -2.68 2.78  C29 1.104
38 H 0.25 -0.58 4.03  C31 1.125
39 H 1.81 -0.91 4.79  C31 1.068
40 C -3.99 -0.16 3.45  C41 1.518, C44 1.580, H45 1.080, H46 1.103
41 C -4.25 0.71 2.23  C40 1.518, C42 1.500, H47 1.059, H48 1.128
42 C -3.65 -0.06 1.09  C41 1.500, O43 1.471, H49 1.093, H50 1.073
43 O -2.44 -0.66 1.67  C42 1.471, C44 1.388
44 C -2.72 -0.99 2.99  C40 1.580, O43 1.388, H51 1.119, H52 1.088
45 H -4.83 -0.82 3.66  C40 1.080
46 H -3.65 0.47 4.28  C40 1.103
47 H -3.77 1.65 2.28  C41 1.059
48 H -5.37 0.80 2.17  C41 1.128
49 H -3.40 0.56 0.22  C42 1.093
50 H -4.25 -0.85 0.67  C42 1.073
51 H -1.76 -0.80 3.52  C44 1.119
52 H -2.88 -2.05 3.17  C44 1.088
53 C -4.62 -0.16 -2.72  C54 1.547, C57 1.495, H58 1.104, H59 1.084
54 C -5.05 0.13 -4.17  C53 1.547, C55 1.531, H60 1.095, H61 1.091
55 C -4.83 -1.21 -4.88  C54 1.531, O56 1.448, H62 1.061, H63 1.092
56 O -3.78 -1.84 -4.10  C55 1.448, C57 1.444
57 C -4.11 -1.56 -2.72  C53 1.495, O56 1.444, H64 1.085, H65 1.064
58 H -5.49 0.04 -2.07  C53 1.104
59 H -3.87 0.55 -2.38  C53 1.084
60 H -4.41 0.84 -4.70  C54 1.095
61 H -6.11 0.38 -4.28  C54 1.091
62 H -4.50 -1.22 -5.89  C55 1.061
63 H -5.72 -1.84 -4.94  C55 1.092
64 H -3.15 -1.77 -2.26  C57 1.085
65 H -4.92 -2.18 -2.41  C57 1.064
66 C -1.93 -5.67 -0.44  O67 1.231, N68 1.348, H71 1.124
67 O -1.55 -6.84 -0.45  C66 1.231
68 N -1.17 -4.55 -0.32  C66 1.348, C69 1.414, C70 1.476
69 C -1.71 -3.26 -0.48  N68 1.414, H72 1.095, H73 1.122, H74 1.123
70 C 0.30 -4.62 -0.41  N68 1.476, H75 1.118, H76 1.146, H77 1.055
71 H -3.02 -5.40 -0.45  C66 1.124
72 H -1.30 -2.81 -1.39  C69 1.095
73 H -1.49 -2.63 0.43  C69 1.122
74 H -2.83 -3.27 -0.57  C69 1.123
75 H 0.72 -3.75 0.15  C70 1.118
76 H 0.74 -5.56 0.08  C70 1.146
77 H 0.63 -4.57 -1.41  C70 1.055
78 C 0.61 6.24 2.25  O79 1.208, N80 1.357, H83 1.107
79 O 0.10 6.93 1.40  C78 1.208
80 N 1.61 5.34 2.07  C78 1.357, C81 1.463, C82 1.448
81 C 2.22 4.63 3.20  N80 1.463, H84 1.069, H85 1.102, H86 1.083
82 C 2.23 5.10 0.79  N80 1.448, H87 1.087, H88 1.097, H89 1.105
83 H 0.29 6.29 3.31  C78 1.107
84 H 1.82 3.63 3.18  C81 1.069
85 H 1.82 5.04 4.14  C81 1.102
86 H 3.29 4.70 3.14  C81 1.083
87 H 2.94 5.87 0.50  C82 1.087
88 H 2.60 4.08 0.67  C82 1.097
89 H 1.54 5.32 -0.05  C82 1.105
90 C -2.74 3.80 -1.43  O91 1.213, N92 1.314, H95 1.063
91 O -2.76 2.59 -1.34  C90 1.213
92 N -2.17 4.63 -0.59  C90 1.314, C93 1.468, C94 1.475
93 C -2.29 6.08 -0.78  N92 1.468, H96 1.091, H97 1.111, H98 1.087
94 C -1.45 4.10 0.59  N92 1.475, H99 1.055, H100 1.089, H101 1.078
95 H -3.02 4.36 -2.29  C90 1.063
96 H -3.27 6.46 -0.49  C93 1.091
97 H -1.97 6.41 -1.79  C93 1.111
98 H -1.59 6.57 -0.11  C93 1.087
99 H -0.45 3.80 0.42  C94 1.055
100 H -1.41 4.82 1.40  C94 1.089
101 H -1.95 3.23 0.99  C94 1.078
102 C 0.99 1.00 0.64  O103 1.209, N104 1.375, H107 1.194
103 O 1.53 1.90 1.24  C102 1.209
104 N 1.38 0.54 -0.59  C102 1.375, C105 1.421, C106 1.492
105 C 0.85 -0.69 -1.06  N104 1.421, H108 1.095, H109 1.047, H110 1.090
106 C 2.78 0.77 -1.06  N104 1.492, H111 1.076, H112 1.109, H113 1.099
107 H 0.08 0.43 1.17  C102 1.194
108 H 0.71 -0.63 -2.15  C105 1.095
109 H -0.08 -0.85 -0.61  C105 1.047
110 H 1.47 -1.55 -0.82  C105 1.090
111 H 3.57 0.26 -0.54  C106 1.076
112 H 2.88 0.53 -2.13  C106 1.109
113 H 2.91 1.86 -0.93  C106 1.099

***

DFT (ωB97M-V/def2-TZVPD) results for a 2-piece molecular cluster, C24H45N4 overall at a distorted geometry.

Summary:
energy relative to the best compared isomer or geometry (same formula, charge and spin) = 0.00 kcal per mole
charge = +1
LUMO = -0.1111 Eh
max |F| = 1.29 eV/Å

Bonds (Å) are listed after each position.
CARTESIAN COORDINATES (ANGSTROEM)
1 C -5.60 -0.33 2.50  C2 1.385, C23 1.356, H24 1.063
2 C -5.13 -0.26 3.81  C1 1.385, C3 1.343, H25 1.066
3 C -4.74 1.01 4.01  C2 1.343, N4 1.357, H26 1.063
4 N -4.94 1.74 2.88  C3 1.357, C5 1.461, C23 1.356
5 C -4.64 3.16 2.72  N4 1.461, C6 1.522, H27 1.075, H28 1.077
6 C -3.23 3.48 2.25  C5 1.522, C7 1.537, H29 1.077, H30 1.077
7 C -2.99 3.52 0.73  C6 1.537, C8 1.530, H31 1.077, H32 1.076
8 C -1.87 2.61 0.22  C7 1.530, C9 1.545, H33 1.076, H34 1.076
9 C -0.88 3.36 -0.70  C8 1.545, C10 1.523, H35 1.079, H36 1.077
10 C 0.44 3.67 0.00  C9 1.523, C11 1.524, H37 1.078, H38 1.081
11 C 1.51 2.59 -0.05  C10 1.524, C12 1.527, H39 1.078, H40 1.078
12 C 1.35 1.45 0.96  C11 1.527, C13 1.510, H41 1.072, H42 1.076
13 C 1.09 0.15 0.22  C12 1.510, C14 1.507, H43 1.081, H44 1.084
14 C 1.16 -1.09 1.08  C13 1.507, C15 1.514, H45 1.079, H46 1.083
15 C 0.66 -2.31 0.34  C14 1.514, C16 1.538, H47 1.085, H48 1.079
16 C 1.55 -2.70 -0.85  C15 1.538, C17 1.505, H49 1.082, H50 1.074
17 C 0.94 -2.70 -2.22  C16 1.505, C18 1.517, N22 1.508, H51 1.077
18 C 0.63 -1.37 -2.87  C17 1.517, N19 1.464, H52 1.073, H53 1.084
19 N -0.77 -0.94 -2.72  C18 1.464, C20 1.470, H54 1.007
20 C -1.74 -1.97 -3.10  N19 1.470, C21 1.494, H55 1.077, H56 1.075
21 C -1.11 -3.29 -3.42  C20 1.494, N22 1.490, H57 1.073, H58 1.076
22 N -0.26 -3.61 -2.24  C17 1.508, C21 1.490, H59 1.015, H60 1.020
23 C -5.45 0.90 1.95  C1 1.356, N4 1.356, H61 1.062
24 H -6.02 -1.17 2.00  C1 1.063
25 H -5.11 -1.06 4.51  C2 1.066
26 H -4.34 1.45 4.89  C3 1.063
27 H -4.80 3.61 3.69  C5 1.075
28 H -5.37 3.54 2.03  C5 1.077
29 H -2.61 2.70 2.67  C6 1.077
30 H -2.92 4.40 2.71  C6 1.077
31 H -3.90 3.26 0.22  C7 1.077
32 H -2.75 4.53 0.47  C7 1.076
33 H -2.28 1.76 -0.30  C8 1.076
34 H -1.32 2.22 1.05  C8 1.076
35 H -0.66 2.78 -1.58  C9 1.079
36 H -1.33 4.29 -1.02  C9 1.077
37 H 0.86 4.56 -0.44  C10 1.078
38 H 0.24 3.92 1.03  C10 1.081
39 H 2.47 3.06 0.12  C11 1.078
40 H 1.55 2.16 -1.04  C11 1.078
41 H 2.24 1.34 1.53  C12 1.072
42 H 0.51 1.68 1.60  C12 1.076
43 H 1.85 0.09 -0.54  C13 1.081
44 H 0.12 0.17 -0.26  C13 1.084
45 H 0.61 -0.95 1.99  C14 1.079
46 H 2.19 -1.30 1.34  C14 1.083
47 H -0.38 -2.14 0.07  C15 1.085
48 H 0.66 -3.14 1.04  C15 1.079
49 H 1.89 -3.71 -0.67  C16 1.082
50 H 2.44 -2.11 -0.87  C16 1.074
51 H 1.66 -3.17 -2.88  C17 1.077
52 H 1.28 -0.61 -2.48  C18 1.073
53 H 0.88 -1.46 -3.92  C18 1.084
54 H -0.88 -0.16 -3.35  N19 1.007
55 H -2.39 -1.67 -3.90  C20 1.077
56 H -2.38 -2.14 -2.25  C20 1.075
57 H -0.50 -3.30 -4.30  C21 1.073
58 H -1.88 -4.03 -3.55  C21 1.076
59 H 0.09 -4.57 -2.32  N22 1.015
60 H -0.81 -3.49 -1.39  N22 1.020
61 H -5.72 1.24 0.98  C23 1.062
62 C 6.56 -2.41 0.80  C63 1.524, H67 1.090, H68 1.089, H69 1.090
63 C 5.82 -2.37 -0.53  C62 1.524, C64 1.535, H70 1.093, H71 1.091
64 C 5.73 -0.95 -1.12  C63 1.535, C65 1.457, H72 1.091, H73 1.090
65 C 5.03 -0.04 -0.23  C64 1.457, N66 1.148
66 N 4.47 0.66 0.49  C65 1.148
67 H 6.06 -1.82 1.56  C62 1.090
68 H 6.63 -3.43 1.17  C62 1.089
69 H 7.58 -2.03 0.69  C62 1.090
70 H 4.80 -2.76 -0.40  C63 1.093
71 H 6.31 -3.01 -1.26  C63 1.091
72 H 5.21 -0.96 -2.08  C64 1.091
73 H 6.73 -0.55 -1.30  C64 1.090

***

DFT (ωB97M-V/def2-TZVPD) results for C5H8O2S in the gas phase at a distorted geometry.

Summary:
energy relative to the best compared isomer or geometry (same formula, charge and spin) = 75.63 kcal per mole
charge = 0
LUMO = -0.0588 Eh
SMILES = CCOCC(=O)C=S
max |F| = 5.70 eV/Å

Bonds (Å) are listed after each position.
CARTESIAN COORDINATES (ANGSTROEM)
1 C -1.41 0.03 1.08  C2 1.468, H6 1.149, H7 1.153, H8 1.117
2 C -1.54 -0.84 -0.09  C1 1.468, H9 1.171, H10 1.148, O14 1.388
3 C 0.60 -0.15 -1.22  C4 1.477, H11 1.095, H12 1.044, O14 1.447
4 C 1.07 0.94 -0.33  C3 1.477, C5 1.513, O15 1.204
5 C 2.24 0.50 0.53  C4 1.513, H13 1.116, S16 1.644
6 H -0.90 0.94 0.59  C1 1.149
7 H -0.68 -0.51 1.78  C1 1.153
8 H -2.35 0.39 1.57  C1 1.117
9 H -1.86 -1.95 0.06  C2 1.171
10 H -2.42 -0.48 -0.73  C2 1.148
11 H -0.14 0.39 -1.82  C3 1.095
12 H 1.31 -0.65 -1.80  C3 1.044
13 H 2.64 1.36 1.13  C5 1.116
14 O -0.26 -1.11 -0.57  C2 1.388, C3 1.447
15 O 0.76 2.10 -0.36  C4 1.204
16 S 2.94 -0.94 0.18  C5 1.644

***

DFT (ωB97M-V/def2-TZVPD) results for C16H18N4OS in the gas phase at a distorted geometry.

Summary:
energy relative to the best compared isomer or geometry (same formula, charge and spin) = 29.23 kcal per mole
charge = 0
LUMO = -0.0004 Eh
SMILES = O=C(CSc1ccc(-c2ccncc2)nn1)N1CCCCC1
max |F| = 1.32 eV/Å

Bonds (Å) are listed after each position.
CARTESIAN COORDINATES (ANGSTROEM)
1 O 3.20 -2.49 -0.34  C2 1.216
2 C 2.51 -1.95 -1.18  O1 1.216, N3 1.347, C19 1.523
3 N 2.55 -2.28 -2.48  C2 1.347, C4 1.444, C9 1.450
4 C 1.84 -1.66 -3.58  N3 1.444, H5 1.088, C6 1.531, H18 1.097
5 H 1.09 -0.96 -3.21  C4 1.088
6 C 2.83 -0.95 -4.51  C4 1.531, C7 1.526, H16 1.091, H17 1.092
7 C 3.86 -1.95 -5.02  C6 1.526, C8 1.527, H14 1.091, H15 1.093
8 C 4.55 -2.63 -3.84  C7 1.527, C9 1.528, H12 1.090, H13 1.092
9 C 3.51 -3.27 -2.93  N3 1.450, C8 1.528, H10 1.091, H11 1.096
10 H 3.98 -3.70 -2.04  C9 1.091
11 H 2.98 -4.06 -3.47  C9 1.096
12 H 5.25 -3.39 -4.20  C8 1.090
13 H 5.12 -1.89 -3.27  C8 1.092
14 H 4.59 -1.44 -5.65  C7 1.091
15 H 3.36 -2.70 -5.64  C7 1.093
16 H 2.28 -0.50 -5.34  C6 1.091
17 H 3.33 -0.15 -3.96  C6 1.092
18 H 1.32 -2.45 -4.13  C4 1.097
19 C 1.54 -0.85 -0.77  C2 1.523, H20 1.090, H21 1.089, S22 1.826
20 H 1.67 0.07 -1.35  C19 1.090
21 H 1.69 -0.63 0.29  C19 1.089
22 S -0.19 -1.41 -0.95  C19 1.826, C23 1.746
23 C -1.00 -0.33 0.16  S22 1.746, N24 1.325, C28 1.405
24 N -0.28 0.60 0.76  C23 1.325, N25 1.293
25 N -0.83 1.42 1.59  N24 1.293, C26 1.326
26 C -2.13 1.36 1.87  N25 1.326, C27 1.409, C31 1.466
27 C -2.95 0.39 1.28  C26 1.409, C28 1.371, H30 1.079
28 C -2.38 -0.48 0.39  C23 1.405, C27 1.371, H29 1.079
29 H -2.93 -1.27 -0.10  C28 1.079
30 H -4.00 0.31 1.53  C27 1.079
31 C -2.63 2.35 2.83  C26 1.466, C32 1.394, C36 1.395
32 C -3.96 2.76 2.86  C31 1.394, C33 1.385, H40 1.079
33 C -4.35 3.69 3.80  C32 1.385, N34 1.321, H39 1.082
34 N -3.53 4.22 4.69  C33 1.321, C35 1.323
35 C -2.26 3.84 4.66  N34 1.323, C36 1.384, H38 1.082
36 C -1.76 2.92 3.76  C31 1.395, C35 1.384, H37 1.078
37 H -0.72 2.63 3.77  C36 1.078
38 H -1.62 4.31 5.40  C35 1.082
39 H -5.37 4.04 3.85  C33 1.082
40 H -4.68 2.38 2.15  C32 1.079

***

DFT (ωB97M-V/def2-TZVPD) results for a 2-piece molecular cluster, C5H15NO overall at a distorted geometry.

Summary:
energy relative to the best compared isomer or geometry (same formula, charge and spin) = 14.00 kcal per mole
charge = 0
LUMO = 0.0295 Eh
SMILES = CC(C)[C@@H](C)N.O
max |F| = 1.51 eV/Å

Bonds (Å) are listed after each position.
CARTESIAN COORDINATES (ANGSTROEM)
1 C 1.86 -0.82 0.41  C2 1.550, H7 1.080, H8 1.093, H9 1.093
2 C 0.63 -0.05 -0.12  C1 1.550, C3 1.552, N6 1.459, H10 1.089
3 C -0.62 -0.25 0.79  C2 1.552, C4 1.542, C5 1.510, H11 1.094
4 C -1.84 0.49 0.21  C3 1.542, H12 1.087, H13 1.077, H14 1.094
5 C -0.98 -1.71 0.95  C3 1.510, H15 1.091, H16 1.093, H17 1.094
6 N 0.29 -0.43 -1.49  C2 1.459, H18 1.010, H19 1.012
7 H 2.56 -0.98 -0.40  C1 1.080
8 H 1.75 -1.79 0.90  C1 1.093
9 H 2.40 -0.22 1.15  C1 1.093
10 H 0.96 0.99 -0.03  C2 1.089
11 H -0.41 0.24 1.74  C3 1.094
12 H -1.62 1.55 0.11  C4 1.087
13 H -2.08 0.04 -0.74  C4 1.077
14 H -2.70 0.33 0.86  C4 1.094
15 H -0.16 -2.37 1.21  C5 1.091
16 H -1.41 -2.08 0.01  C5 1.093
17 H -1.73 -1.89 1.73  C5 1.094
18 H 0.55 -1.39 -1.67  N6 1.010
19 H 0.75 0.15 -2.18  N6 1.012
20 H 0.33 3.85 -1.75  O22 0.962
21 H 0.59 3.12 -0.39  O22 0.966
22 O 0.90 3.22 -1.30  H20 0.962, H21 0.966